No. 1
Formula: C4H13NS
Source: the Open Molecules 2025 dataset
Level of theory: ωB97M-V/def2-TZVPD

## Properties
HOMO energy in eV: -8.404
E in eV: -16682.448
Relative energy (zero: lowest compared OMol25 entry of this formula, charge and spin) in kJ/mol: 158.47
Total charge: 0
Strongest force on any atom in hartree/bohr: 0.07933
Kohn-Sham gap in Ha: 0.3481

Each line ends with the natural charge from an NBO analysis.
Element x y z (Å)
S 1.383 -3.392 -1.306  0.122
N -2.461 4.447 0.954  -0.850
C 1.934 -5.152 -1.155  -0.719
C -0.290 -3.315 -0.440  -0.706
C -1.661 5.391 1.778  -0.215
C -0.168 5.256 1.412  -0.620
H 1.757 -5.586 -2.103  0.210
H -1.154 -3.018 -1.015  0.217
H 2.985 -5.258 -0.961  0.224
H -1.759 5.134 2.751  0.186
H 0.599 5.498 2.065  0.219
H -3.452 4.542 0.913  0.364
H 0.159 5.942 0.503  0.185
H -1.874 6.398 1.530  0.170
H 0.170 4.325 1.154  0.211
H -2.034 4.543 -0.035  0.350
H -0.462 -4.239 0.049  0.214
H 1.357 -5.748 -0.494  0.215
H -0.078 -2.471 0.289  0.223

---

No. 2
Formula: C4H13NS
Source: the Open Molecules 2025 dataset
Level of theory: ωB97M-V/def2-TZVPD

## Properties
HOMO energy in eV: -8.656
E in eV: -16682.893
Relative energy (zero: lowest compared OMol25 entry of this formula, charge and spin) in kJ/mol: 115.52
Total charge: 0
Strongest force on any atom in hartree/bohr: 0.08812
Kohn-Sham gap in Ha: 0.3501

Each line ends with the natural charge from an NBO analysis.
Element x y z (Å)
S -2.603 -0.245 -1.385  0.182
N 1.896 1.622 -0.599  -0.825
C -2.726 -1.740 -0.384  -0.759
C -1.978 0.886 -0.126  -0.756
C 2.636 0.400 -0.296  -0.210
C 2.189 -0.245 1.140  -0.627
H 1.195 1.843 0.097  0.353
H -0.968 0.673 0.237  0.209
H 1.201 -0.574 0.750  0.191
H 2.011 0.411 1.981  0.204
H 3.733 0.571 -0.190  0.167
H 2.609 -0.476 -0.946  0.185
H 2.887 -1.039 1.395  0.211
H -1.743 -2.155 -0.169  0.217
H 1.330 1.308 -1.393  0.355
H -3.253 -1.527 0.555  0.212
H -2.771 0.779 0.613  0.218
H -2.171 1.907 -0.463  0.236
H -3.474 -2.402 -0.817  0.237

---

No. 3
Formula: C4H13NS
Source: the Open Molecules 2025 dataset
Level of theory: ωB97M-V/def2-TZVPD

## Properties
HOMO energy in eV: -8.987
E in eV: -16682.404
Relative energy (zero: lowest compared OMol25 entry of this formula, charge and spin) in kJ/mol: 162.68
Total charge: 0
Strongest force on any atom in hartree/bohr: 0.06176
Kohn-Sham gap in Ha: 0.3587

Each line ends with the natural charge from an NBO analysis.
Element x y z (Å)
S 0.518 -1.663 1.876  -0.069
N -0.863 1.369 -1.581  -0.861
C -3.261 1.668 -1.682  -0.649
C 3.297 -1.439 1.318  -0.634
C 2.241 -2.222 2.051  -0.516
C -1.970 2.134 -0.906  -0.234
H -3.050 1.364 -2.758  0.216
H 3.418 -0.355 1.299  0.226
H 2.338 -1.887 3.208  0.229
H 0.184 -2.034 0.538  0.120
H -1.679 3.210 -1.025  0.204
H -3.939 2.589 -1.930  0.221
H -3.795 0.725 -1.229  0.216
H -2.052 1.680 0.083  0.186
H 4.261 -1.810 1.673  0.212
H 3.242 -1.710 0.246  0.202
H 2.248 -3.257 1.698  0.230
H 0.021 1.207 -1.070  0.357
H -1.163 0.431 -1.809  0.343

---

No. 4
Formula: C4H13NSi
Source: the Open Molecules 2025 dataset
Level of theory: ωB97M-V/def2-TZVPD

## Properties
HOMO energy in eV: -9.047
E in eV: -13726.360
Relative energy (zero: lowest compared OMol25 entry of this formula, charge and spin) in kJ/mol: 72.88
Total charge: 0
Strongest force on any atom in hartree/bohr: 0.09047
Kohn-Sham gap in Ha: 0.3691

Each line ends with the natural charge from an NBO analysis.
Element x y z (Å)
Si -0.178 0.880 0.479  1.547
N 0.769 2.252 0.141  -1.270
C 0.563 -0.663 -0.364  -0.655
C -2.096 1.161 0.176  -1.074
C -0.551 -1.687 -0.699  -0.623
C 1.782 -1.176 0.406  -0.615
H 2.465 -1.470 -0.432  0.206
H 0.452 2.919 -0.423  0.377
H -2.575 0.201 0.404  0.238
H 1.073 -0.189 -1.407  0.206
H 1.706 2.111 0.012  0.381
H -0.889 -2.292 0.115  0.208
H -2.274 1.441 -0.802  0.227
H 1.624 -2.071 1.066  0.216
H -0.345 -2.474 -1.403  0.210
H -2.504 1.949 0.890  0.246
H -1.465 -1.148 -1.026  0.203
H 2.204 -0.325 0.892  0.204
H 0.238 0.581 1.974  -0.231

---

Result set for LUMO energy: 1.0685, 0.8721, 0.7743, 0.9965 eV, one per record in the order listed.